Record 1
This record from OMol25 describes 2 unconnected molecules or ions with the total composition C4H14N2O in a non-equilibrium geometry. The level of theory is ωB97M-V with the def2-TZVPD basis set.

```
! wB97M-V def2-TZVPD RIJCOSX def2/J DEFGRID3
* xyz 0 1
O -0.72978 -1.66515 -2.72407
N 0.11266 1.47526 -0.59600
N -1.21796 -1.04999 0.29211
C 0.53712 0.54887 0.47581
C 0.04250 -0.94065 2.46393
C -0.59717 -0.19463 1.23906
C 1.13385 1.89400 -1.58800
H -0.93550 -2.07763 0.28740
H 0.96206 -1.42427 2.15888
H -2.27313 -0.83565 0.26480
H -0.02136 -1.74161 -2.03925
H 0.52738 2.57935 -2.19729
H 2.03092 2.33670 -1.01101
H -0.70340 1.16818 -1.17119
H -1.14879 -0.81284 -2.60226
H 0.46461 -0.31694 3.17501
H 1.48635 1.18588 -2.29790
H -0.73087 -1.64598 2.91398
H 1.21811 -0.15075 -0.01742
H 1.09441 1.10846 1.22009
H -1.25200 0.55937 1.75331
*
```

Calculated values
Relative energy (zero: lowest compared OMol25 entry of this formula, charge and spin) in kcal/mol: 51.7
SMILES: CNC[C@H](C)N.O
LUMO in eV: 0.88

***

Record 2
This record from OMol25 describes a single C11H31NP2Si2 molecule in a non-equilibrium geometry. The level of theory is ωB97M-V with the def2-TZVPD basis set.

```
! wB97M-V def2-TZVPD RIJCOSX def2/J DEFGRID3
* xyz 0 1
P 0.66299 0.09086 2.64563
P -0.37865 1.96648 -1.49190
Si -0.17128 -1.05287 -2.16833
Si 0.02868 -1.71947 0.10632
N 0.22760 -0.19443 1.01218
C 0.41474 0.62429 -2.44050
C 2.52588 0.47875 2.82681
C -1.85324 -1.06558 -2.98673
C -0.09758 1.74844 3.01390
C 0.95548 -2.18054 -2.97769
C -1.45829 -2.63700 0.59613
C 1.55746 -2.82456 0.58154
C 0.89893 2.87998 -0.41234
C -1.90577 1.53152 -0.56728
C 0.11230 -1.28071 3.78910
C -0.90814 3.25091 -2.66655
H -0.09917 3.81310 -3.03759
H 1.10257 -3.66793 0.02705
H -2.01294 -1.82895 -3.81781
H 0.28068 2.21857 3.89673
H -2.35652 -2.06820 0.39266
H 2.75530 1.42858 2.30163
H -1.49972 3.93030 -2.10101
H -0.95752 -1.22236 3.97667
H -2.10360 -0.17061 -3.54259
H 0.84866 0.93428 -3.29517
H 0.29533 3.68847 -0.02034
H 2.45624 -2.41493 0.11665
H 1.03566 -3.10578 -2.43595
H 1.71843 3.23638 -1.00035
H 1.18710 2.18255 0.39508
H 1.96178 -1.74092 -2.99878
H 0.06381 2.35865 2.14599
H -2.15545 2.33001 0.10519
H -1.53166 2.93890 -3.45490
H 2.88065 0.61412 3.83498
H -1.08534 1.58786 3.18839
H -1.37079 -2.62335 1.63124
H 0.68260 -1.16024 4.73624
H 0.44714 -2.28867 3.40457
H 0.65573 -2.38538 -4.00146
H -1.85276 0.63507 0.06845
H -2.51723 -1.36911 -2.25418
H 3.21168 -0.23451 2.37497
H -1.66951 -3.63481 0.08007
H -2.82145 1.54591 -1.15597
H 1.83919 -3.14304 1.57927
*
```

Calculated values
Relative energy (zero: lowest compared OMol25 entry of this formula, charge and spin) in kcal/mol: 48.3
SMILES: C[Si](C)(C=P(C)(C)C)[Si](C)(C)N=P(C)(C)C
LUMO in eV: 0.51

***

Record 3
This record from OMol25 describes a single C21H25Cl2N3O molecule in a non-equilibrium geometry. The level of theory is ωB97M-V with the def2-TZVPD basis set.

```
! wB97M-V def2-TZVPD RIJCOSX def2/J DEFGRID3
* xyz 0 1
Cl 0.06323 -2.36190 0.11098
Cl 4.70547 -2.64225 0.10340
O -4.71584 2.40482 -0.91592
N -3.08438 1.33125 0.57492
N 1.35280 2.77935 -0.38117
N -4.25328 0.03501 -0.71398
C 4.45164 -1.07994 -0.13292
C 0.38193 3.67646 -0.81066
C 1.50463 1.59604 -0.77227
C -1.72150 -2.49886 0.17630
C 3.99502 1.86950 -0.21889
C -4.29760 -2.33163 -0.39365
C -3.60359 -1.28619 -0.58514
C -1.60372 -4.85534 0.49539
C -0.93197 3.31587 -0.71247
C -0.22524 2.25286 1.33813
C -2.73406 2.79000 1.07385
C -1.31139 3.12862 0.94242
C -2.18998 -3.57291 0.10410
C -4.07709 1.58092 -0.28604
C -3.55613 -3.40424 -0.13174
C 3.21858 -0.24800 -0.47010
C 2.97730 1.07130 -0.51478
C -2.30063 -1.25152 -0.21695
C 5.30808 1.49343 -0.32316
C 1.21100 2.89731 1.17540
C 5.59784 -0.01777 0.04219
H 6.10861 1.97437 -0.06783
H -0.95231 4.12835 1.24192
H 1.42919 3.61264 1.71985
H -1.10544 -4.74883 1.31210
H 1.55902 1.59043 -2.00789
H -4.26917 -4.31149 -0.15867
H -3.47382 3.49934 0.87269
H -0.40958 1.24184 1.43315
H -2.34412 -5.62266 0.40939
H -5.06195 -0.10096 -1.19948
H -0.37885 2.29999 2.61276
H 0.46676 4.60251 -0.51685
H -1.69610 -0.25416 -0.48894
H -1.77415 3.76511 -1.09950
H 0.46507 3.71407 -1.76440
H -2.82627 2.65737 2.34063
H -5.28935 -2.42565 -0.48391
H 6.49918 -0.32481 0.24416
H 2.28172 -1.13354 -0.46204
H -1.04571 -5.01432 -0.30759
H 3.92352 2.92047 -0.47242
H 0.83734 0.61749 -0.70589
H -2.75044 0.78100 1.20174
H -1.32587 2.28061 -1.14373
H 1.79026 2.13626 1.65634
*
```

Calculated values
Relative energy (zero: lowest compared OMol25 entry of this formula, charge and spin) in kcal/mol: 446.8
SMILES: Cc1ccc(NC(=O)NCC2CCN(Cc3cccc(Cl)c3)CC2)cc1Cl
LUMO in eV: 0.60

***

no.,HOMO (eV),orbital gap (Eh)
1,-8.6,0.347
2,-5.9,0.235
3,-8.3,0.325